Record 1
The following is a quantum chemistry calculation of the molecule C20H21N3O3 in a non-equilibrium geometry, from the Open Molecules 2025 dataset.

Atoms and positions in Å:
1 O -0.14 1.19 0.75
2 C 0.19 0.17 1.35
3 C 0.56 0.32 2.80
4 C 1.15 -0.79 3.36
5 C 1.62 -1.94 2.58
6 C 1.19 -2.16 1.30
7 C 0.28 -1.15 0.68
8 C -0.37 -1.25 -0.56
9 N -0.40 -2.44 -1.30
10 N -0.87 -2.07 -2.60
11 C -0.24 -1.33 -3.57
12 O 0.93 -0.88 -3.39
13 C -1.00 -0.84 -4.80
14 C -0.43 -0.70 -6.12
15 C -1.15 -0.29 -7.22
16 C -2.49 0.07 -7.16
17 C -3.13 -0.07 -5.88
18 C -2.43 -0.55 -4.69
19 O -3.23 -0.60 -3.56
20 C 2.64 -2.91 3.22
21 C 2.10 -3.29 4.65
22 C 1.76 -2.03 5.45
23 N 1.53 -0.82 4.79
24 C 1.39 0.52 5.41
25 C 0.15 1.27 5.15
26 C 0.16 1.51 3.63
27 H 1.60 -3.00 0.70
28 H -0.76 -0.44 -1.11
29 H 0.46 -2.98 -1.14
30 H -1.88 -2.29 -2.78
31 H 0.61 -0.80 -6.30
32 H -0.53 -0.05 -8.13
33 H -3.08 0.51 -8.06
34 H -4.15 0.20 -5.82
35 H -4.15 -0.42 -3.77
36 H 3.61 -2.41 3.33
37 H 2.78 -3.88 2.68
38 H 2.84 -4.01 5.12
39 H 1.09 -3.74 4.41
40 H 2.59 -1.86 6.12
41 H 0.80 -2.36 5.93
42 H 1.31 0.41 6.52
43 H 2.28 1.15 5.28
44 H -0.04 2.18 5.74
45 H -0.67 0.57 5.41
46 H 0.74 2.32 3.45
47 H -0.85 1.90 3.42

Its charge is 0. The LUMO energy is 0.060 eV. For the HOMO-LUMO gap, the calculation gives 7.450 eV. Its energy is -1164.5769 a.u. As for the spin multiplicity: 1. The strongest force on any atom is 0.1225 Eh/bohr.

Atom charges from the natural (NBO) analysis, given in e for atoms 1 to 8: -0.621, 0.597, -0.214, 0.281, -0.069, -0.177, -0.271, 0.141


Record 2
The following is a quantum chemistry calculation of the molecule C20H21N3O4 in a non-equilibrium geometry, from the Open Molecules 2025 dataset.

Atoms and positions in Å:
1 N -0.94 1.92 1.27
2 C -1.15 1.76 -0.21
3 C 0.17 1.16 -0.97
4 C 1.33 1.90 -1.46
5 C 1.42 2.66 -2.57
6 N 2.66 3.12 -2.77
7 C 3.17 3.06 -1.44
8 C 4.26 3.74 -0.90
9 C 4.55 3.36 0.36
10 C 4.03 2.17 0.98
11 C 2.90 1.52 0.48
12 C 2.45 2.20 -0.67
13 C -2.25 0.92 -0.52
14 O -2.81 0.87 -1.65
15 N -2.32 -0.19 0.37
16 C -3.00 -1.43 0.19
17 C -2.41 -2.45 1.18
18 C -0.92 -2.76 0.98
19 C -0.51 -4.03 0.62
20 C 0.85 -4.35 0.52
21 C 1.73 -3.50 1.02
22 O 3.06 -3.96 1.19
23 C 1.43 -2.26 1.53
24 C 0.11 -1.86 1.31
25 C -4.74 -1.15 0.36
26 O -5.55 -1.65 1.07
27 O -5.29 -0.39 -0.71
28 H -1.59 2.55 1.59
29 H 0.04 2.39 1.38
30 H -1.45 2.78 -0.60
31 H 0.38 0.34 -0.30
32 H -0.33 0.63 -1.77
33 H 0.66 2.44 -3.44
34 H 3.19 3.81 -3.30
35 H 4.74 4.55 -1.46
36 H 5.36 3.88 0.80
37 H 4.59 1.88 1.96
38 H 2.38 0.65 0.91
39 H -2.26 0.05 1.33
40 H -2.81 -1.68 -0.85
41 H -2.35 -1.98 2.15
42 H -2.88 -3.45 1.12
43 H -1.37 -4.66 0.52
44 H 1.23 -5.08 -0.17
45 H 3.48 -3.35 1.79
46 H 2.27 -1.80 1.96
47 H -0.25 -0.85 1.78
48 H -4.62 -0.01 -1.35

Its charge is 0. The LUMO energy is 0.498 eV. For the HOMO-LUMO gap, the calculation gives 8.732 eV. Its energy is -1239.8345 a.u. As for the spin multiplicity: 1. The strongest force on any atom is 0.1268 Eh/bohr.

Atom charges from the natural (NBO) analysis, given in e for atoms 1 to 8: -0.845, -0.141, -0.404, -0.124, 0.013, -0.540, 0.136, -0.226


Record 3
The following is a quantum chemistry calculation of the molecule C20H21N3O4 in a non-equilibrium geometry, from the Open Molecules 2025 dataset.

Atoms and positions in Å:
1 N -2.34 0.01 2.20
2 C -1.69 0.58 0.98
3 C -1.65 2.16 0.88
4 C -1.91 2.79 -0.45
5 C -1.12 2.67 -1.53
6 N -1.55 3.56 -2.51
7 C -2.83 3.98 -2.23
8 C -3.70 4.87 -2.94
9 C -4.79 5.29 -2.29
10 C -5.13 4.92 -1.00
11 C -4.23 4.12 -0.26
12 C -3.11 3.61 -0.95
13 C -0.21 0.13 0.78
14 O 0.50 0.48 -0.20
15 N 0.26 -0.74 1.63
16 C 1.43 -1.49 1.47
17 C 1.46 -2.50 0.25
18 C 2.57 -3.53 0.21
19 C 2.46 -4.83 0.69
20 C 3.45 -5.85 0.54
21 C 4.69 -5.44 0.06
22 O 5.65 -6.50 -0.26
23 C 4.95 -4.11 -0.13
24 C 3.91 -3.14 -0.03
25 C 2.72 -0.61 1.67
26 O 3.60 -0.87 2.44
27 O 2.90 0.39 0.68
28 H -2.81 0.76 2.71
29 H -3.06 -0.75 1.98
30 H -2.26 0.20 0.14
31 H -2.40 2.58 1.54
32 H -0.53 2.60 1.08
33 H -0.21 2.10 -1.61
34 H -1.10 3.87 -3.40
35 H -3.68 5.22 -4.03
36 H -5.52 5.95 -2.84
37 H -6.12 5.21 -0.67
38 H -4.47 3.87 0.78
39 H -0.47 -0.93 2.35
40 H 1.62 -2.10 2.43
41 H 1.39 -1.98 -0.71
42 H 0.52 -3.03 0.38
43 H 1.43 -5.24 0.94
44 H 3.10 -6.88 0.84
45 H 6.11 -6.04 -0.97
46 H 5.93 -3.75 -0.41
47 H 4.22 -2.09 -0.29
48 H 1.99 0.46 0.07

Its charge is 0. The LUMO energy is 0.345 eV. For the HOMO-LUMO gap, the calculation gives 8.406 eV. Its energy is -1239.9125 a.u. As for the spin multiplicity: 1. The strongest force on any atom is 0.0888 Eh/bohr.

Atom charges from the natural (NBO) analysis, given in e for atoms 1 to 8: -0.870, -0.120, -0.426, -0.128, -0.017, -0.538, 0.108, -0.238


Record 4
The following is a quantum chemistry calculation of a structure of composition C20H22AuI2N5O2S, from the Open Molecules 2025 dataset.

Atoms and positions in Å:
1 Au 0.03 0.21 0.12
2 I 3.50 -3.99 -0.21
3 C 1.68 -3.80 0.83
4 C 1.13 -4.90 1.46
5 C -0.08 -4.79 2.11
6 I -0.82 -6.50 3.11
7 C -0.80 -3.58 2.10
8 C -2.08 -3.41 2.66
9 C -2.71 -2.20 2.58
10 C -2.08 -1.15 1.92
11 N -0.88 -1.27 1.38
12 C -0.22 -2.45 1.45
13 C 1.09 -2.52 0.82
14 O 1.65 -1.51 0.29
15 H 1.65 -5.85 1.45
16 H -2.56 -4.25 3.14
17 H -3.70 -2.05 3.00
18 H -2.55 -0.18 1.82
19 C -2.18 -3.60 -4.81
20 N -1.32 -2.57 -4.22
21 C -0.03 -3.09 -3.79
22 C -1.94 -1.65 -3.39
23 S -1.51 -1.46 -1.79
24 N -2.91 -0.91 -3.99
25 C -3.05 -0.82 -5.43
26 C -3.77 -0.02 -3.24
27 H -2.15 -4.50 -4.19
28 H -1.83 -3.85 -5.81
29 H -3.21 -3.26 -4.86
30 H 0.42 -3.63 -4.63
31 H -0.12 -3.77 -2.93
32 H 0.63 -2.28 -3.50
33 H -2.22 -1.33 -5.92
34 H -3.04 0.23 -5.73
35 H -3.99 -1.27 -5.76
36 H -3.83 -0.35 -2.21
37 H -4.77 -0.04 -3.69
38 H -3.39 1.00 -3.26
39 N 4.05 3.96 0.76
40 C 3.84 4.07 -0.58
41 O 4.46 4.85 -1.27
42 C 2.78 3.20 -1.18
43 C 2.71 3.13 -2.57
44 C 1.73 2.36 -3.16
45 C 0.83 1.68 -2.35
46 N 0.88 1.76 -1.01
47 C 1.84 2.50 -0.45
48 H 4.80 4.51 1.14
49 H 3.68 3.21 1.32
50 H 3.43 3.69 -3.15
51 H 1.65 2.28 -4.23
52 H 0.05 1.06 -2.76
53 H 1.81 2.54 0.63

Its charge is 0. The LUMO energy is -0.217 eV. For the HOMO-LUMO gap, the calculation gives 6.477 eV. Its energy is -2328.8661 a.u. As for the spin multiplicity: 1. The strongest force on any atom is 0.0128 Eh/bohr.

Atom charges from the natural (NBO) analysis, given in e for atoms 1 to 8: 0.702, 0.117, -0.293, -0.216, -0.203, 0.101, -0.114, -0.116


Record 5
The following is a quantum chemistry calculation of a structure of composition C20H22BN8ORhS in a non-equilibrium geometry, from the Open Molecules 2025 dataset.

Atoms and positions in Å:
1 Rh 0.40 -0.41 0.28
2 C -2.51 2.65 -0.07
3 C -1.20 2.26 0.16
4 N -1.08 0.95 -0.06
5 N -2.28 0.48 -0.45
6 C -3.16 1.49 -0.45
7 B -2.38 -0.99 -0.91
8 N -2.14 -1.88 0.32
9 C -2.88 -2.72 1.07
10 C -2.06 -3.35 1.98
11 C -0.80 -2.85 1.74
12 N -0.85 -1.97 0.73
13 N -1.25 -1.23 -1.92
14 C -1.28 -1.66 -3.19
15 C 0.00 -1.67 -3.70
16 C 0.80 -1.22 -2.66
17 N 0.03 -0.97 -1.59
18 N -3.72 -1.20 -1.65
19 C -4.76 -2.01 -1.52
20 C -5.73 -1.64 -2.50
21 C -5.15 -0.55 -3.19
22 N -3.94 -0.31 -2.74
23 H -2.93 3.64 0.02
24 H -0.35 2.86 0.47
25 H -4.20 1.36 -0.71
26 H -3.95 -2.80 0.98
27 H -2.35 -4.08 2.72
28 H 0.14 -3.08 2.23
29 H -2.19 -1.94 -3.69
30 H 0.32 -1.95 -4.69
31 H 1.87 -1.08 -2.62
32 H -4.81 -2.81 -0.80
33 H -6.67 -2.13 -2.71
34 H -5.55 0.00 -4.04
35 C 6.69 2.05 0.18
36 C 5.31 1.78 0.60
37 C 4.90 0.45 0.97
38 C 3.64 0.23 1.45
39 C 2.76 1.32 1.61
40 C 3.10 2.63 1.19
41 C 4.35 2.84 0.68
42 S 1.18 1.05 2.39
43 C 1.60 1.51 4.07
44 O 0.97 -0.48 2.36
45 H 7.36 1.22 0.35
46 H 7.07 2.95 0.68
47 H 6.73 2.32 -0.89
48 H 5.61 -0.36 0.90
49 H 3.35 -0.76 1.79
50 H 2.40 3.45 1.28
51 H 4.64 3.84 0.36
52 H 2.46 0.92 4.40
53 H 0.71 1.27 4.66
54 H 1.80 2.59 4.10

Its charge is +3. The LUMO energy (alpha / beta) is -11.695 / -12.867 eV. For the HOMO-LUMO gap (alpha / beta), the calculation gives 4.959 / 3.787 eV. Its energy is -1821.1667 a.u. As for the spin multiplicity: 2. The strongest force on any atom is 0.0463 Eh/bohr.

Atom charges from the natural (NBO) analysis, given in e for atoms 1 to 8: 1.259, -0.281, 0.021, -0.226, -0.347, 0.055, 0.918, -0.356


Record 6
The following is a quantum chemistry calculation of a structure of composition C20H22BeN5O4S, from the Open Molecules 2025 dataset.

Atoms and positions in Å:
1 Be -0.17 1.13 0.56
2 O 2.66 -0.77 -0.52
3 C 1.75 -0.20 0.05
4 O 0.90 0.63 -0.47
5 C 1.49 -0.40 1.53
6 C 2.23 -1.23 2.35
7 C 1.84 -1.33 3.68
8 C 0.73 -0.61 4.12
9 C 0.05 0.19 3.23
10 N 0.44 0.30 1.96
11 H 3.06 -1.78 1.94
12 H 2.38 -1.97 4.36
13 H 0.40 -0.68 5.15
14 H -0.81 0.77 3.53
15 O -6.42 2.28 -0.95
16 C -5.96 0.95 -0.94
17 C -4.51 0.94 -0.54
18 C -3.82 -0.26 -0.44
19 C -2.49 -0.25 -0.08
20 N -1.85 0.89 0.19
21 C -2.51 2.06 0.10
22 C -3.84 2.13 -0.25
23 C -1.64 3.22 0.43
24 C -2.04 4.54 0.44
25 C -1.10 5.51 0.75
26 C -1.49 6.97 0.81
27 O -2.84 7.17 0.45
28 C 0.20 5.12 1.04
29 C 0.52 3.78 1.00
30 N -0.38 2.85 0.71
31 H -7.35 2.29 -1.20
32 H -6.05 0.48 -1.92
33 H -6.52 0.34 -0.22
34 H -4.31 -1.20 -0.65
35 H -1.91 -1.16 0.02
36 H -4.36 3.07 -0.32
37 H -3.06 4.83 0.21
38 H -0.81 7.54 0.18
39 H -1.34 7.32 1.83
40 H -2.89 7.70 -0.35
41 H 0.96 5.85 1.28
42 H 1.53 3.43 1.20
43 C 2.09 -3.65 -3.02
44 N 1.50 -3.14 -1.81
45 C 0.45 -3.69 -1.19
46 N -0.09 -4.79 -1.75
47 S -0.20 -3.05 0.24
48 H 2.90 -2.98 -3.31
49 H 1.37 -3.68 -3.84
50 H 2.52 -4.65 -2.88
51 H 1.91 -2.33 -1.37
52 H 0.34 -5.27 -2.52
53 H -0.83 -5.25 -1.24

Its charge is +1. The LUMO energy is -3.403 eV. For the HOMO-LUMO gap, the calculation gives 6.908 eV. Its energy is -1763.0601 a.u. As for the spin multiplicity: 1. The strongest force on any atom is 0.0022 Eh/bohr.

Atom charges from the natural (NBO) analysis, given in e for atoms 1 to 8: 1.669, -0.630, 0.776, -0.912, 0.132, -0.189, -0.121, -0.237